59
Properties=species:S:1:pos:R:3:lowdin_spin:R:1 method="wB97M-V/def2-TZVPD" s_squared=24.763 homo_ev="-7.8 / -11.8" e_lumo_ev="-3.45 / -4.04" max_force_ev_per_a=2.8 gap_ev="4.38 / 7.73" e_tot_ev=-166186.3772 charge=+1 spin_multiplicity=10
Fe 1.720 0.616 1.132 4.30
Fe 0.205 -2.669 -0.530 3.76
O 0.977 -0.877 -0.171 0.18
H 0.825 -0.310 -0.953 0.01
Br -1.590 -1.316 -2.286 0.07
C 0.165 -1.408 4.287 0.01
C 1.486 -0.695 4.029 0.03
O 1.935 -0.821 2.668 0.15
H -0.661 -0.990 3.711 0.00
H -0.045 -1.449 5.356 0.00
H 0.281 -2.427 3.918 0.00
H 2.281 -1.074 4.671 0.00
H 1.461 0.373 4.248 0.02
H 1.989 -1.730 2.365 0.01
C -2.841 1.116 1.955 0.00
C -1.576 0.965 1.121 0.01
O -0.484 0.719 1.964 0.08
H -3.711 1.331 1.334 0.00
H -2.758 1.890 2.719 0.00
H -3.098 0.146 2.380 0.00
H -1.350 1.839 0.509 0.00
H -1.717 0.158 0.402 0.00
H -0.432 1.446 2.589 0.02
C 2.626 -1.548 -3.462 0.00
C 2.598 -2.736 -2.476 0.00
O 1.308 -3.293 -2.310 0.04
H 2.070 -0.669 -3.136 0.00
H 2.232 -1.878 -4.423 0.00
H 3.658 -1.240 -3.631 0.00
H 3.062 -2.417 -1.543 0.00
H 3.137 -3.551 -2.960 0.00
H 0.944 -3.706 -3.096 0.00
C 0.157 4.212 -0.055 0.01
C 1.443 3.485 -0.368 0.04
O 1.125 2.094 -0.454 0.14
H -0.191 3.928 0.938 0.00
H -0.582 4.009 -0.830 0.00
H 0.337 5.273 0.120 0.00
H 2.250 3.634 0.349 0.03
H 1.880 3.865 -1.291 0.00
H 0.645 1.965 -1.275 0.00
C -0.166 3.477 -4.014 0.00
C -0.284 1.957 -3.870 0.00
O -0.499 1.691 -2.494 0.00
H -1.206 3.783 -4.130 0.00
H 0.249 3.742 -4.986 0.00
H 0.385 4.010 -3.239 0.00
H 0.599 1.463 -4.273 0.00
H -1.151 1.660 -4.460 0.00
H -0.939 0.843 -2.403 0.00
C -2.195 -4.126 2.153 0.00
C -2.325 -2.741 1.544 0.01
O -1.021 -2.344 1.153 0.04
H -1.903 -4.896 1.439 0.00
H -3.096 -4.453 2.671 0.00
H -1.455 -4.128 2.953 0.00
H -2.795 -2.088 2.280 0.00
H -3.034 -2.681 0.718 0.00
H -0.926 -1.432 1.437 0.00

66
Properties=species:S:1:pos:R:3:lowdin_charge:R:1 method="wB97M-V/def2-TZVPD" smiles="COC[C@H](C)N.COC[C@H](C)N.NC(N)=O.NC(N)=O.NC(N)=O.NC(N)=O" homo_ev=-9.3 e_lumo_ev=0.33 max_force_ev_per_a=3.5 gap_ev=9.60 de_lowest_kj_mol=182.3 e_tot_ev=-40248.5707
C 4.856 1.214 2.033 -0.05
C 3.409 0.658 2.131 -0.38
C 2.632 0.937 0.794 -0.13
O 2.740 2.404 0.553 -0.19
C 1.491 3.021 0.318 -0.12
N 3.511 -0.810 2.288 0.04
H 4.968 2.218 1.731 0.05
H 5.416 0.508 1.401 0.07
H 5.372 1.213 2.972 0.06
H 2.880 1.072 2.990 0.13
H 1.564 0.564 0.791 0.10
H 3.176 0.345 0.080 0.09
H 0.767 2.357 -0.179 0.08
H 1.735 3.929 -0.219 0.08
H 1.073 3.340 1.236 0.06
H 2.631 -1.245 2.227 0.03
H 3.874 -1.061 3.171 0.06
C -2.370 2.002 -3.668 -0.03
C -2.651 2.024 -2.127 -0.47
C -2.690 3.443 -1.641 -0.15
O -2.276 3.362 -0.230 -0.23
C -1.796 4.622 0.196 -0.11
N -3.743 1.228 -1.700 0.07
H -1.392 2.393 -3.843 0.07
H -3.252 2.388 -4.190 0.09
H -2.224 0.945 -3.804 0.06
H -1.734 1.713 -1.698 0.11
H -3.594 3.981 -1.714 0.12
H -1.855 3.859 -2.160 0.11
H -2.618 5.362 0.200 0.09
H -0.978 4.993 -0.462 0.10
H -1.492 4.636 1.203 0.07
H -4.063 1.523 -0.814 0.06
H -3.573 0.254 -1.745 0.07
C -0.482 -2.675 0.579 -0.63
O -1.476 -2.297 1.170 -0.01
N -0.352 -4.074 0.450 0.16
N 0.568 -1.840 0.273 0.17
H -1.263 -4.465 0.362 0.04
H 0.344 -4.271 -0.284 0.11
H 0.904 -2.076 -0.694 0.09
H 0.234 -0.903 0.345 0.05
C 3.586 -1.940 -2.055 -0.62
O 2.506 -2.515 -1.958 -0.01
N 4.459 -1.774 -0.974 0.17
N 3.994 -1.350 -3.244 0.15
H 5.166 -1.112 -0.869 0.07
H 4.055 -1.996 -0.097 0.06
H 4.837 -0.809 -3.133 0.09
H 3.513 -1.458 -4.125 0.11
C -0.806 0.979 2.639 -0.70
O -0.414 2.011 3.177 0.00
N -1.333 1.047 1.360 0.16
N -0.543 -0.224 3.140 0.17
H -1.920 0.329 0.931 0.09
H -1.565 1.997 1.107 0.06
H -0.384 -0.170 4.143 0.12
H -0.926 -1.043 2.659 0.07
C -4.305 -4.801 -0.523 -0.62
O -5.062 -4.921 -1.484 0.02
N -3.312 -5.814 -0.276 0.11
N -4.440 -3.830 0.440 0.15
H -3.359 -6.255 0.631 0.09
H -3.396 -6.524 -0.966 0.07
H -5.072 -3.084 0.221 0.10
H -3.549 -3.538 0.929 0.10

66
Properties=species:S:1:pos:R:3:lowdin_charge:R:1 method="wB97M-V/def2-TZVPD" smiles="COC[C@H](C)N.COC[C@H](C)N.NC(N)=O.NC(N)=O.NC(N)=O.NC(N)=O" homo_ev=-9.0 e_lumo_ev=0.37 max_force_ev_per_a=7.2 gap_ev=9.38 de_lowest_kj_mol=513.4 e_tot_ev=-40245.1396
C -4.117 3.278 2.324 -0.06
C -5.149 2.619 1.413 -0.43
C -6.266 3.644 1.035 -0.22
O -6.758 4.341 2.177 -0.22
C -7.892 5.244 1.849 -0.06
N -4.627 1.998 0.203 0.04
H -4.579 3.502 3.286 0.08
H -3.788 4.251 1.959 0.08
H -3.232 2.649 2.417 0.07
H -5.693 1.906 2.032 0.13
H -7.130 3.125 0.620 0.11
H -5.806 4.348 0.341 0.12
H -8.415 5.589 2.741 0.08
H -8.589 4.735 1.182 0.08
H -7.461 6.097 1.326 0.08
H -5.307 1.421 -0.270 0.07
H -4.284 2.636 -0.502 0.07
C -0.764 6.775 -4.266 -0.05
C 0.280 5.696 -4.179 -0.46
C -0.253 4.244 -3.909 -0.21
O 0.732 3.224 -3.979 -0.19
C 0.518 2.045 -3.246 -0.10
N 1.111 5.542 -5.369 0.03
H -1.288 6.814 -5.221 0.08
H -0.151 7.676 -4.243 0.08
H -1.468 6.684 -3.439 0.08
H 1.072 5.754 -3.433 0.13
H -0.969 4.067 -4.712 0.12
H -0.933 4.295 -3.059 0.11
H -0.092 2.259 -2.368 0.08
H 1.507 1.798 -2.862 0.09
H -0.001 1.242 -3.770 0.09
H 0.284 5.395 -5.931 0.06
H 1.627 4.674 -5.364 0.06
C 6.620 -6.114 2.070 -0.83
O 5.827 -5.540 1.351 0.02
N 7.533 -6.860 1.551 0.17
N 6.584 -6.008 3.352 0.17
H 7.739 -6.817 0.563 0.13
H 7.922 -7.574 2.150 0.11
H 7.232 -6.510 3.942 0.11
H 5.791 -5.474 3.680 0.13
C -0.273 -2.841 1.318 -0.87
O -0.554 -3.570 0.411 0.05
N -0.718 -1.689 1.607 0.18
N 0.749 -3.084 2.054 0.15
H -0.377 -1.128 2.375 0.13
H -1.568 -1.595 1.069 0.13
H 1.108 -2.440 2.744 0.11
H 1.256 -3.958 2.021 0.12
C -0.333 -9.145 -1.995 -0.79
O 0.065 -10.003 -2.723 0.06
N -1.532 -8.715 -1.740 0.15
N 0.532 -8.407 -1.286 0.14
H -1.772 -7.906 -1.186 0.11
H -2.285 -9.229 -2.176 0.12
H 0.077 -7.594 -0.894 0.09
H 1.539 -8.453 -1.236 0.11
C 5.342 0.192 3.422 -0.77
O 4.256 -0.036 3.899 0.03
N 5.786 -0.471 2.357 0.15
N 6.292 0.837 4.067 0.15
H 5.242 -1.283 2.102 0.11
H 6.576 -0.205 1.787 0.10
H 7.142 0.971 3.538 0.11
H 6.085 1.082 5.024 0.12